## one
ORCA calculation (wB97M-V/def2-TZVPD) on a 2-piece molecular cluster, C3H4NO overall.

XYZ file:
```
9
Properties=species:S:1:pos:R:3:lowdin_charge:R:1
H -1.032 -1.358 0.622 0.057
O 0.666 1.442 0.575 0.142
H -1.268 1.524 1.302 0.107
C -0.429 1.185 0.837 0.130
C 1.521 -0.305 -0.741 0.274
C -0.805 -0.874 -0.224 0.043
H -1.598 -1.031 -0.911 0.104
H 2.481 0.123 -0.904 0.144
N 0.465 -0.705 -0.555 0.000
```

Results
LUMO level (alpha / beta) = -4.95 / -4.95 eV
total charge = +1
HOMO-LUMO gap (alpha / beta) = 9.5 / 9.5 eV
molecular weight = 70.07 g/mol
multiplicity = 1

## two
ORCA calculation (wB97M-V/def2-TZVPD) on C3H4NO as an isolated structure.

XYZ file:
```
9
Properties=species:S:1:pos:R:3:lowdin_charge:R:1
C 0.503 -0.665 0.454 0.107
H 1.582 -0.346 0.202 0.165
C -0.104 -0.332 1.727 0.093
H 0.041 1.390 -0.360 0.168
H -1.554 0.354 -0.151 0.119
N -0.673 0.562 2.354 0.144
H 0.086 -1.503 -0.200 0.158
C -0.674 0.742 0.204 0.045
O -1.022 1.439 1.422 0.001
```

Results
LUMO level = -7.42 eV
total charge = +1
HOMO-LUMO gap = 9.4 eV
molecular weight = 70.07 g/mol
multiplicity = 1

## three
ORCA calculation (wB97M-V/def2-TZVPD) on an isolated ion of composition C3H4NO and charge +1.

XYZ file:
```
9
Properties=species:S:1:pos:R:3:lowdin_charge:R:1
H 0.635 1.434 1.226 0.204
O -1.107 1.070 0.085 0.187
H 2.006 -0.311 0.305 0.114
C 0.951 -0.361 0.074 0.026
H 0.677 -1.421 0.488 0.196
N -2.220 -0.757 -1.029 0.299
C -1.714 0.205 -0.655 -0.251
H 0.673 -0.586 -1.001 0.146
C 0.098 0.728 0.508 0.078
```

Results
LUMO level = -7.77 eV
total charge = +1
HOMO-LUMO gap = 10.0 eV
molecular weight = 70.07 g/mol
multiplicity = 1

Stability order, top to bottom: three, one, two

## one
ORCA calculation (wB97M-V/def2-TZVPD) on one molecule with the formula C5H7IO.

XYZ file:
```
14
Properties=species:S:1:pos:R:3:lowdin_charge:R:1
H 0.179 -2.696 0.211 0.166
H -0.293 0.499 -1.748 0.081
H 0.076 1.625 -0.489 0.137
H 1.707 0.653 1.979 -0.070
C 1.987 0.500 0.966 -0.449
C -1.401 0.156 0.026 -0.139
H -1.491 0.848 0.859 0.115
C 0.050 -1.539 0.270 -0.136
O -1.173 -1.173 0.570 -0.054
I 3.973 -0.388 1.066 0.598
C 0.944 -0.521 -0.198 -0.309
H 1.796 -0.947 -0.757 0.075
H -2.392 0.115 -0.466 0.134
C -0.118 0.512 -0.723 -0.148
```

Results
LUMO level (alpha / beta) = -0.60 / 0.02 eV
HOMO-LUMO gap (alpha / beta) = 6.5 / 8.2 eV
molecular weight = 210.01 g/mol
multiplicity = 1

## two
ORCA calculation (wB97M-V/def2-TZVPD) on one molecule with the formula C5H7IO.

XYZ file:
```
14
Properties=species:S:1:pos:R:3:lowdin_charge:R:1
C -0.492 -0.913 -0.806 -0.199
H 0.259 0.020 2.063 0.105
H 1.321 -1.195 0.393 0.123
C 0.342 1.789 0.833 -0.556
H 0.140 2.142 -0.123 0.009
I -0.280 3.217 2.305 0.703
C 0.102 0.385 1.111 -0.428
O -1.520 0.091 -0.642 -0.049
H -2.184 0.891 1.092 0.106
H -0.389 -1.262 -1.850 0.131
C 0.715 -0.432 -0.117 -0.128
C -1.347 0.419 0.659 -0.092
H 1.361 0.289 -0.656 0.122
H -0.734 -1.909 -0.257 0.154
```

Results
LUMO level (alpha / beta) = 0.24 / 0.42 eV
HOMO-LUMO gap (alpha / beta) = 7.7 / 8.0 eV
molecular weight = 210.01 g/mol
multiplicity = 1

Stability order, top to bottom: two, one